A 5-piece molecular cluster, C45H73FIN2O14PS3 overall, computed with ωB97M-V/def2-TZVPD.

```
140
Properties=species:S:1:pos:R:3:forces:R:3
C -6.27485 -2.97888 2.97362 -0.479 -0.436 -0.482
C -5.55660 -3.53804 1.72736 0.504 1.109 0.143
C -4.07609 -3.11008 1.75200 -0.104 -0.686 0.259
O -3.87017 -1.71726 2.07095 0.383 -0.191 -0.423
C -3.31586 -0.97393 1.05581 -0.200 -0.081 0.290
C -4.19170 -0.41009 0.11792 -0.811 -0.397 -0.082
C -5.70119 -0.58970 0.19324 0.159 0.813 0.575
C -3.71674 0.35704 -0.92609 0.286 0.021 0.030
C -2.35881 0.60068 -1.01362 0.088 -0.187 -0.800
S -1.84238 1.65389 -2.35390 0.150 3.174 0.036
C -1.16899 0.74354 -3.73186 0.171 -0.522 -0.201
O -0.81417 2.56497 -1.91523 0.856 -1.020 0.417
O -2.98974 2.41768 -2.78169 -0.850 -1.383 -0.518
C -1.49307 0.06680 -0.07357 1.674 0.034 0.489
C -1.92386 -0.73718 0.98037 -0.983 -0.028 -0.158
N -0.99760 -1.26083 1.95089 0.649 -0.086 -0.757
C -0.24976 -2.45889 1.43516 -0.467 -0.735 0.326
I 1.82478 -2.52642 2.13189 -0.223 0.211 -0.238
C -0.98099 -3.77582 1.84547 1.101 -0.138 0.045
C -0.09101 -5.00442 2.12388 -0.929 -0.784 -0.071
C -0.15046 -0.23434 2.47208 0.102 1.009 0.629
C -0.01615 -0.07290 3.85235 -0.714 -0.804 0.411
C -0.79886 -1.03896 4.74434 0.127 0.761 0.406
C -2.00452 -0.26759 5.32776 -0.623 -0.476 -0.573
O -2.92649 0.12234 4.63947 0.934 -0.175 0.655
C 0.76975 0.94471 4.40371 0.555 1.078 0.219
P 0.78409 1.03072 6.25786 -0.519 -1.556 0.644
C 2.50016 1.20256 6.94984 -0.434 0.304 0.130
C -0.34840 2.36714 6.86362 0.143 0.227 -0.142
C 1.45063 1.81850 3.52427 -0.792 -0.467 1.037
S 2.47493 3.16450 4.12898 1.252 0.769 -1.937
O 3.80849 2.69001 4.29295 -0.256 -0.692 1.233
O 2.38932 4.28844 3.26894 -1.063 0.424 0.222
F 1.86296 3.64995 5.50592 0.220 -0.662 -0.497
C 1.33352 1.66984 2.14846 0.699 1.114 -0.968
C 2.01640 2.59652 1.15519 -0.210 -1.468 1.452
C 3.39246 2.46419 0.97699 -0.225 1.074 -1.088
C 3.94683 3.36417 0.05086 -0.497 -0.892 0.856
C 3.06685 4.24441 -0.56029 1.242 0.959 -1.088
N 1.76511 4.38556 -0.36426 -0.301 -0.306 0.316
C 1.23481 3.54466 0.51440 0.364 -0.021 -0.187
C 0.53504 0.65185 1.65002 -0.982 -0.810 -0.603
S 0.27997 0.40578 -0.10712 -0.107 0.225 0.170
H -5.90060 -3.41768 3.90713 -0.057 0.059 -0.232
H -6.17697 -1.88964 3.04298 0.086 -0.279 -0.011
H -7.34449 -3.21163 2.86386 0.241 0.080 0.330
H -5.60432 -4.63261 1.66226 0.034 0.217 0.124
H -6.02091 -3.12769 0.82211 -0.041 -0.269 0.191
H -3.58791 -3.68907 2.54836 -0.084 0.222 -0.155
H -3.55630 -3.34928 0.81540 -0.266 0.068 0.113
H -6.00076 -1.07392 1.12253 0.027 -0.087 -0.373
H -6.13523 0.42197 0.25001 0.027 -0.296 -0.187
H -6.11991 -1.07894 -0.69240 0.148 -0.074 0.246
H -4.39956 0.80245 -1.64735 0.191 -0.075 0.141
H -1.95136 0.32176 -4.37041 0.044 0.045 0.329
H -0.46335 -0.03251 -3.41048 -0.275 0.137 0.140
H -0.59196 1.47934 -4.30693 -0.299 0.031 0.293
H -0.17423 -2.43371 0.34147 0.206 0.192 0.270
H -1.56890 -3.59301 2.75038 0.007 0.125 -0.359
H -1.62776 -4.06350 1.00787 -0.080 0.263 0.297
H 0.64146 -5.21347 1.33549 -0.015 0.249 0.284
H -0.76693 -5.87902 2.12870 0.202 0.227 -0.029
H 0.36694 -4.99787 3.11908 0.167 0.262 -0.389
H -0.14268 -1.34340 5.56659 -0.269 -0.078 -0.155
H -1.14795 -1.90323 4.17402 -0.057 0.321 0.059
H -2.00901 -0.11116 6.43402 0.056 -0.032 -0.380
H 2.44979 1.95884 7.74760 0.210 0.008 -0.391
H 3.26993 1.43630 6.21037 -0.078 0.052 0.296
H 2.72239 0.25533 7.45491 0.011 0.163 -0.333
H -0.86282 1.97020 7.74880 0.267 0.065 -0.176
H -1.13528 2.54016 6.11457 0.327 0.060 0.097
H 0.13984 3.31024 7.13325 -0.147 -0.137 -0.203
H 3.98883 1.72825 1.50940 -0.191 0.107 -0.024
H 5.01029 3.36800 -0.17403 -0.279 0.071 -0.113
H 3.50889 4.91785 -1.30408 -0.252 -0.084 0.208
H 0.16686 3.60190 0.73377 0.229 0.060 -0.178
C 6.56426 5.44235 -5.31660 0.069 0.015 -0.076
O 7.57649 4.45523 -5.21415 -0.180 0.051 0.122
C 8.01996 4.25679 -3.87987 0.206 -0.214 -0.287
C 7.41597 3.00704 -3.27313 -0.134 0.185 0.321
O 6.01356 3.14045 -3.09370 0.118 0.187 -0.051
C 5.25306 2.47234 -4.07764 -0.151 -0.214 0.047
H 6.13564 5.38162 -6.31615 0.073 -0.031 -0.011
H 5.76923 5.28560 -4.58409 0.014 0.007 0.024
H 6.99604 6.43973 -5.18056 -0.083 0.032 0.040
H 7.79772 5.13213 -3.26182 -0.060 -0.037 0.022
H 9.10757 4.13830 -3.91694 0.002 0.006 0.047
H 7.85213 2.85351 -2.28066 0.049 -0.017 -0.022
H 7.64785 2.12838 -3.88263 0.000 0.046 -0.066
H 5.29310 1.39239 -3.89741 -0.058 -0.037 -0.171
H 5.59830 2.68625 -5.09205 0.073 0.013 0.028
H 4.21894 2.80366 -3.98524 0.025 0.006 0.082
C -2.09767 9.35311 0.49826 0.086 0.049 0.018
O -1.12639 8.62727 1.22924 -0.213 -0.013 -0.055
C -1.69088 7.85062 2.27561 0.418 -0.030 0.001
C -1.79315 6.38789 1.89330 -0.398 -0.060 0.065
O -2.73269 6.18601 0.84809 0.157 0.148 -0.062
C -2.11248 6.00915 -0.41863 -0.038 -0.128 -0.021
H -1.62031 9.74240 -0.40030 0.061 -0.010 0.048
H -2.93846 8.72128 0.20285 -0.012 -0.006 0.023
H -2.46474 10.19679 1.09381 -0.090 -0.003 -0.042
H -2.67120 8.24264 2.56486 -0.031 -0.047 -0.048
H -1.02337 7.94190 3.13867 -0.026 -0.020 0.023
H -2.15346 5.82419 2.76080 0.049 0.012 0.035
H -0.81119 5.99088 1.61637 0.031 0.085 -0.018
H -1.65886 5.01475 -0.47712 0.088 0.044 -0.118
H -1.35370 6.77139 -0.60889 0.038 -0.031 0.048
H -2.88140 6.08560 -1.18643 -0.067 -0.052 0.082
C -1.75274 -10.50642 -0.73737 -0.060 -0.082 -0.050
O -3.10925 -10.13507 -0.55804 0.198 0.103 0.071
C -3.39460 -9.70951 0.76610 -0.320 -0.033 -0.256
C -3.47486 -8.19970 0.85944 0.241 0.004 0.367
O -2.20910 -7.59364 0.62866 -0.102 -0.025 -0.212
C -2.09000 -7.05873 -0.67836 0.097 0.076 0.083
H -1.57135 -10.61021 -1.80633 -0.081 -0.014 0.005
H -1.06974 -9.75366 -0.33707 -0.004 -0.004 0.032
H -1.55941 -11.46995 -0.25414 0.091 0.027 0.019
H -2.65304 -10.10105 1.46904 0.033 0.068 -0.004
H -4.36869 -10.12939 1.03590 0.008 0.014 0.046
H -3.77883 -7.92716 1.87534 -0.045 -0.017 -0.009
H -4.22540 -7.80756 0.16635 0.017 -0.059 -0.049
H -2.67709 -6.13676 -0.76371 -0.034 -0.016 -0.099
H -2.41517 -7.77081 -1.43978 -0.037 0.010 0.009
H -1.04027 -6.82080 -0.84917 -0.003 0.010 0.076
C 2.26485 -0.18592 -6.66634 -0.048 -0.010 0.176
O 3.22331 -0.90187 -5.90647 -0.087 -0.027 -0.170
C 2.65177 -1.66656 -4.85593 0.434 0.020 -0.033
C 2.57057 -3.13488 -5.21886 -0.433 -0.035 0.118
O 1.64483 -3.36097 -6.27274 0.179 0.107 -0.090
C 2.27529 -3.54580 -7.52924 -0.085 -0.062 -0.008
H 2.73816 0.19837 -7.56848 0.160 -0.010 0.103
H 1.43194 -0.82724 -6.96523 -0.041 0.017 0.041
H 1.89134 0.65614 -6.07258 -0.125 0.035 -0.120
H 1.66393 -1.27979 -4.58433 -0.033 -0.048 -0.057
H 3.30689 -1.55437 -3.98616 -0.043 -0.017 0.035
H 2.20608 -3.69130 -4.34933 0.054 0.005 0.027
H 3.55917 -3.52466 -5.47850 0.021 0.072 -0.019
H 2.74310 -4.53479 -7.57419 0.072 0.030 -0.054
H 3.02610 -2.77659 -7.72360 0.022 -0.013 0.028
H 1.50867 -3.48732 -8.30086 -0.043 -0.029 0.062
```
Positions in Å, forces in eV/Å.

The HOMO-LUMO gap is 0.2874 Eh. Its charge is 0. The SMILES is CCCOc1c(C)cc(S(C)(=O)=O)c2c1N([C@@H](I)CC)c1c(CC=O)c(P(C)C)c(S(=O)(=O)F)c(-c3cccnc3)c1S2.COCCOC.COCCOC.COCCOC.COCCOC.